# C4H9NO2

A structure of composition C4H9NO2 at a distorted geometry (ωB97M-V with the def2-TZVPD basis set, the Open Molecules 2025 dataset).

Atoms and positions in Å:
C1 3.155119 -0.628247 -0.238107
N1 2.524945 0.633893 -0.595213
C2 -3.486875 -0.159825 0.698078
C3 1.367101 1.093871 -0.636401
C4 0.163002 0.425393 0.148548
O1 -0.117693 -0.814954 -0.471657
O2 -0.338485 0.949185 1.083739
H1 3.464988 -0.576390 0.806651
H2 4.071731 -0.657359 -0.843269
H3 2.536515 -1.526884 -0.444999
H4 -4.165915 0.367006 0.016315
H5 -4.038111 -0.834415 1.386767
H6 -2.667188 -0.686282 0.202138
H7 -3.013259 0.670101 1.249311
H8 1.141309 1.669727 -1.548748
H9 -0.597178 0.075176 -0.813154

Atoms 1-2, force components in eV/Å:
C 0.68 0.34 -0.10
N -1.74 -1.02 0.64

Summary:
- orbital gap (alpha / beta) (eV) = 9.6 / 6.9
- total energy (hartree) = -362.567838
- multiplicity = 2
- total charge = +1
- maximum force (Eh/bohr) = 0.10330
- ΔE to the lowest compared entry with this formula, charge and spin (eV) = 5.229
- LUMO energy (alpha / beta) (eV) = -6.05 / -8.72

# C4H9NO2P

The ion C4H9NO2P with charge -1 at a distorted geometry (ωB97M-V with the def2-TZVPD basis set, the Open Molecules 2025 dataset).

Atoms and positions in Å:
C1 1.744665 -1.281712 -1.225473
C2 -0.530947 0.721398 -0.511220
C3 -1.034504 -0.496033 0.324254
C4 0.751755 1.263058 -0.065092
N1 -0.616429 -1.692842 -0.259570
O1 3.432307 0.626305 0.012661
O2 2.037532 -0.819348 1.396091
P1 2.097618 -0.018124 0.007779
H1 1.278502 -0.799129 -2.119738
H2 -0.558044 0.356458 -1.609175
H3 -1.318492 1.527658 -0.545350
H4 -0.504665 -0.432947 1.321388
H5 -2.134832 -0.543572 0.369644
H6 1.105988 2.043500 -0.735205
H7 0.673691 1.735638 0.851170
H8 -0.475877 -2.401010 0.525977
H9 1.735966 -1.734025 1.258327

Atoms 1-2, force components in eV/Å:
C -1.04 0.17 0.72
C -3.48 -0.78 -2.01

Summary:
- orbital gap (alpha / beta) (eV) = 7.8 / 7.2
- total energy (hartree) = -704.328870
- total charge = -1
- maximum force (Eh/bohr) = 0.07961
- ΔE to the lowest compared entry with this formula, charge and spin (eV) = 4.816
- LUMO energy (alpha / beta) (eV) = 4.03 / 3.94

# C4H9NO2S

A structure of composition C4H9NO2S at a distorted geometry (ωB97M-V with the def2-TZVPD basis set, the Open Molecules 2025 dataset).

Atoms and positions in Å:
C1 -0.161390 0.898059 -0.753192
C2 0.375566 1.600877 0.448738
C3 0.471841 -0.251591 -0.013532
C4 -0.930217 -2.552972 -0.026823
N1 1.563137 2.328116 0.748222
O1 -1.601208 -0.425687 1.493975
O2 0.468814 -1.825104 2.090699
S1 -0.477211 -1.219697 1.124487
H1 -1.211891 0.713525 -0.949007
H2 0.300177 1.147118 -1.673037
H3 -0.526489 1.586212 1.264529
H4 1.390493 -0.732742 -0.218368
H5 -1.960758 -2.310101 0.014776
H6 -0.660073 -2.379485 -1.009506
H7 -0.705780 -3.566455 0.286739
H8 1.833156 2.032756 1.699712
H9 2.192841 2.104082 0.010470

Atoms 1-2, force components in eV/Å:
C 0.91 -0.34 -0.15
C -3.31 -2.95 2.63

Summary:
- orbital gap (eV) = 9.2
- total energy (hartree) = -761.106776
- total charge = 0
- maximum force (Eh/bohr) = 0.10014
- ΔE to the lowest compared entry with this formula, charge and spin (eV) = 4.263
- LUMO energy (eV) = 0.77

# C4H9NO2S

A cluster of 2 separate species, C4H9NO2S in total at a distorted geometry (ωB97M-V with the def2-TZVPD basis set, the Open Molecules 2025 dataset).

Atoms and positions in Å:
O1 -0.467000 1.761340 -2.127698
C1 0.643255 1.471567 -1.762915
N1 0.930237 0.304453 -1.108646
C2 -0.103377 -0.490714 -0.557571
C3 0.175776 -1.774881 -0.282094
S1 1.116631 0.775766 2.071497
C4 -1.395651 0.234873 -0.040904
O2 -1.806580 -0.429989 1.128053
H1 1.546154 2.073383 -1.947174
H2 1.850858 0.069827 -0.766260
H3 0.519129 -0.526125 1.352085
H4 1.127202 -2.225599 -0.047377
H5 -0.694380 -2.356118 0.006259
H6 1.362323 -0.288295 2.867930
H7 -1.204226 1.294995 0.121546
H8 -2.156708 0.079646 -0.803212
H9 -1.443643 0.025872 1.896482

Atoms 1-2, force components in eV/Å:
O -0.18 0.36 -0.14
C 0.74 -0.48 0.12

Summary:
- orbital gap (eV) = 9.5
- SMILES = C=C(CO)NC=O.S
- total energy (hartree) = -761.153572
- total charge = 0
- maximum force (Eh/bohr) = 0.06824
- ΔE to the lowest compared entry with this formula, charge and spin (eV) = 2.989
- LUMO energy (eV) = 0.41

# C4H9NO2S

An isolated molecule of C4H9NO2S at a distorted geometry (ωB97M-V with the def2-TZVPD basis set, the Open Molecules 2025 dataset).

Atoms and positions in Å:
O1 -1.299287 -0.519617 2.157568
C1 -1.470119 -0.376336 0.982629
O2 -2.629889 0.166777 0.476429
C2 -0.573079 -0.773583 -0.218792
C3 0.889752 -0.438260 0.176172
C4 1.724614 0.101114 -0.957364
S1 1.950575 1.905403 -0.810986
N1 -0.992330 -2.133885 -0.522822
H1 -3.312878 0.199340 1.193094
H2 -0.924908 -0.214434 -1.083294
H3 0.877789 0.278007 0.993488
H4 1.275194 -1.355932 0.634113
H5 2.689504 -0.412051 -0.910428
H6 1.299704 -0.093892 -1.935605
H7 2.554343 2.136717 -1.986806
H8 -0.719129 -2.481905 -1.442248
H9 -0.666064 -2.800082 0.160410

Atoms 1-2, force components in eV/Å:
O 0.48 -0.27 -0.09
C -1.49 0.52 -1.25

Summary:
- orbital gap (eV) = 9.9
- SMILES = N[C@H](CCS)C(=O)O
- total energy (hartree) = -761.235272
- total charge = 0
- maximum force (Eh/bohr) = 0.03914
- ΔE to the lowest compared entry with this formula, charge and spin (eV) = 0.766
- LUMO energy (eV) = 0.76

# C4H9NO2S

An isolated molecule of C4H9NO2S at a distorted geometry (ωB97M-V with the def2-TZVPD basis set, the Open Molecules 2025 dataset).

Atoms and positions in Å:
C1 1.504100 0.759802 -0.048263
C2 -0.697511 -0.365094 1.328345
C3 0.321770 -0.377414 -0.856482
C4 -0.977392 -0.195597 -0.129505
N1 0.830895 -1.678378 -1.040222
O1 1.139019 2.053021 -0.038349
O2 2.522530 0.379447 0.375659
S1 -1.855861 1.499593 -0.373106
H1 -0.299966 0.560526 1.703418
H2 -1.589601 -0.527994 1.919449
H3 -0.030357 -1.210070 1.323603
H4 0.421624 0.239405 -1.783402
H5 -1.580344 -1.099532 -0.585074
H6 1.340631 -1.639351 -1.923560
H7 0.238816 2.195194 -0.397525
H8 1.330099 -2.025556 -0.213038
H9 -2.618453 1.432002 0.738058

Atoms 1-2, force components in eV/Å:
C -3.43 -1.32 -1.71
C -0.96 -0.15 -0.08

Summary:
- orbital gap (eV) = 9.6
- SMILES = C[C@@H](S)[C@H](N)C(=O)O
- total energy (hartree) = -761.196449
- total charge = 0
- maximum force (Eh/bohr) = 0.11449
- ΔE to the lowest compared entry with this formula, charge and spin (eV) = 1.822
- LUMO energy (eV) = 0.56

# C4H9NO2S

A cluster of 2 separate species, C4H9NO2S in total at a distorted geometry (ωB97M-V with the def2-TZVPD basis set, the Open Molecules 2025 dataset).

Atoms and positions in Å:
C1 -1.814325 0.998674 -0.032758
C2 -0.980530 -1.559459 -0.026920
C3 -0.648438 -0.006263 0.167217
C4 0.470764 0.378659 -0.657671
N1 1.430358 1.205257 -0.088132
O1 2.354904 1.629926 -0.792573
O2 1.256981 1.645741 1.032896
S1 2.800784 -1.822276 0.569905
H1 -2.179413 1.011093 -1.013371
H2 -1.373230 2.024603 -0.011594
H3 -2.686175 0.859922 0.578729
H4 -0.051071 -2.000491 0.361349
H5 -1.801008 -1.986126 0.627792
H6 -1.132233 -1.886832 -1.071386
H7 -0.257969 0.208209 1.239929
H8 0.948514 0.117110 -1.613346
H9 3.662089 -0.817754 0.729937

Atoms 1-2, force components in eV/Å:
C 1.36 1.21 -0.21
C 0.32 0.34 0.98

Summary:
- orbital gap (alpha / beta) (eV) = 4.8 / 4.8
- total energy (hartree) = -760.957146
- total charge = 0
- maximum force (Eh/bohr) = 0.06697
- ΔE to the lowest compared entry with this formula, charge and spin (eV) = 8.334
- LUMO energy (alpha / beta) (eV) = -3.82 / -3.83

# C4H9NO2S

An isolated molecule of C4H9NO2S at a distorted geometry (ωB97M-V with the def2-TZVPD basis set, the Open Molecules 2025 dataset).

Atoms and positions in Å:
C1 1.590584 -0.563939 1.313023
C2 0.678539 -0.361463 0.165730
C3 -0.796066 -0.890809 0.452004
S1 -0.935430 -2.465279 1.272960
N1 0.693424 1.227330 -0.175496
C4 0.053189 1.675830 -1.327007
O1 -0.316985 2.973561 -1.181432
O2 -0.008768 1.087928 -2.439408
H1 2.607609 -0.914737 1.082362
H2 1.890543 0.334078 1.999416
H3 1.226714 -1.303088 1.895573
H4 0.872245 -0.958306 -0.717638
H5 -1.265382 -0.784779 -0.493388
H6 -1.183546 0.002998 1.112503
H7 -1.096156 -2.264024 2.605453
H8 0.961175 1.709690 0.763807
H9 -0.451730 3.381695 -2.042756

Atoms 1-2, force components in eV/Å:
C 3.46 2.77 0.13
C -1.19 1.80 -0.97

Summary:
- orbital gap (eV) = 9.9
- SMILES = C[C@@H](CS)NC(=O)O
- total energy (hartree) = -761.197900
- total charge = 0
- maximum force (Eh/bohr) = 0.10620
- ΔE to the lowest compared entry with this formula, charge and spin (eV) = 1.783
- LUMO energy (eV) = 0.64

Q: The lowest ΔE to the lowest compared entry with this formula, charge and spin belongs to which entry?
A: number 5

Q: Among the records above, which one has the highest total charge?
A: C4H9NO2

Q: Among the records above, which one has the highest total charge?
A: C4H9NO2